C5H8BrFO | ωB97M-V/def2-TZVPD

```
16
Properties=species:S:1:pos:R:3:forces:R:3:mulliken_charge:R:1
Br -0.327 0.850 -1.934 -0.0582 0.0630 -0.0923 -0.196
F 1.812 0.438 -0.369 1.4542 0.3067 -0.2188 -0.259
O 0.192 -2.725 0.609 0.4765 -0.0890 -1.0615 -0.404
C 0.507 0.209 -0.310 -0.5988 -2.9093 -2.2736 0.155
C 0.126 2.234 1.182 0.5534 1.1812 0.5503 -1.037
C 0.359 -2.265 -0.464 -0.7496 2.8549 1.9729 0.598
C 0.123 -2.719 -1.832 -0.0913 -2.9057 -1.0933 -0.802
C -0.017 0.725 0.914 -4.6523 0.5745 2.2472 -0.315
H -0.536 2.587 2.018 1.1037 -0.8540 -0.0579 0.318
H -0.233 3.010 0.443 0.6842 -1.5541 -0.1846 0.296
H 0.415 -1.995 -2.618 -0.6559 -0.3144 0.6601 0.296
H -1.004 -3.090 -1.830 2.2832 0.9606 -0.3813 0.241
H -1.174 0.609 1.109 2.0672 -0.6556 -1.1672 0.286
H 0.405 0.047 1.662 0.2903 0.6474 0.4774 0.242
H 1.210 2.352 1.370 -0.6755 0.8480 0.2017 0.275
H 0.795 -3.687 -2.005 -1.4311 1.8461 0.4211 0.306
```
Forces are in eV/Å.

- LUMO (spin up / spin down) (Ha) = 0.0006 / 0.0034
- HOMO (spin up / spin down) (eV) = -7.76 / -7.90
- relative energy (zero: lowest compared OMol25 entry of this formula, charge and spin) (eV) = 2.014
- total energy (Eh) = -2944.298462



C5H8BrN | ωB97M-V/def2-TZVPD

```
15
Properties=species:S:1:pos:R:3:forces:R:3:mulliken_charge:R:1
Br -1.948 4.606 0.910 -0.0109 0.2100 -0.0631 -0.188
N 0.138 -0.454 0.030 -1.9162 -0.3020 1.9917 0.061
C 1.479 -0.192 -0.082 1.1376 -2.3363 -1.4417 0.183
C -1.516 0.853 1.434 2.2062 -1.6952 -1.0322 -0.509
C 2.230 -0.875 -0.964 -0.1745 0.9190 0.7347 -0.973
C -0.655 0.180 0.937 0.2749 0.2378 -1.4418 -0.226
C -0.511 -1.525 -0.756 -2.2652 1.6901 -0.6649 -1.086
H -0.662 -1.121 -1.773 0.4144 -0.4612 0.1067 0.390
H 3.231 -0.559 -0.991 1.3158 0.0400 -0.0657 0.241
H -1.572 -1.841 -0.470 1.5259 1.0854 0.4554 0.293
H -2.236 1.348 1.908 -2.3215 1.4501 1.7600 0.698
H 2.097 0.334 0.624 -0.9912 0.9587 0.3753 0.332
H 1.980 -1.688 -1.593 -0.6364 -0.3325 -0.6119 0.261
H -2.078 3.351 1.543 0.0633 -0.0615 -0.0075 0.137
H 0.023 -2.416 -0.755 1.3780 -1.4024 -0.0951 0.386
```
Forces are in eV/Å.

- SMILES = C#CN(C)C=C.Br
- LUMO (Ha) = 0.0313
- HOMO (eV) = -8.09
- relative energy (zero: lowest compared OMol25 entry of this formula, charge and spin) (eV) = 2.828
- total energy (Eh) = -2823.945473



C5H8BrN2 | ωB97M-V/def2-TZVPD

```
16
Properties=species:S:1:pos:R:3:forces:R:3:mulliken_charge:R:1
Br 3.884 0.061 0.152 -2.4492 -0.3109 0.0593 0.122
N 0.207 1.015 -0.085 0.1548 -1.1209 0.6798 0.118
N -0.043 -1.185 -0.174 -0.1857 2.1586 0.4443 0.091
C 0.843 2.280 0.234 0.1354 0.1190 2.1377 -0.466
C 0.330 -2.582 -0.187 1.1758 -0.4265 -2.6096 -0.706
C 0.746 -0.161 0.178 2.2997 -0.4673 -0.8281 -0.006
C -1.101 0.789 -0.435 2.2283 -4.7681 0.8625 -0.279
C -1.286 -0.605 -0.447 1.1640 2.3662 -0.5137 -0.433
H -0.438 -3.112 -0.790 0.8747 0.2440 0.2040 0.287
H -1.617 1.590 -0.710 -2.7599 2.8114 -0.8571 0.490
H 1.921 2.134 0.029 -0.7706 0.8036 -0.3303 0.115
H -2.157 -1.131 -0.743 -0.4090 -0.6345 -0.0348 0.416
H 0.744 2.452 1.359 0.1464 -0.2839 -1.4025 0.331
H 1.424 -2.720 -0.574 -2.2556 0.3482 0.4669 0.287
H 0.252 3.069 -0.223 0.6852 0.1213 -0.4726 0.270
H 0.281 -2.928 0.780 -0.0343 -0.9602 2.1943 0.363
```
Forces are in eV/Å.

- total charge = +1
- LUMO (spin up / spin down) (Ha) = -0.3087 / -0.3070
- HOMO (spin up / spin down) (eV) = -14.26 / -14.22
- relative energy (zero: lowest compared OMol25 entry of this formula, charge and spin) (eV) = 5.765
- total energy (Eh) = -2878.421061



- relative energy (zero: lowest compared OMol25 entry of this formula, charge and spin) of number 2 (C5H8BrN)?
  2.828 eV



- Among the records above, which one has the lowest total energy?
  C5H8BrFO